Entry 1:
The following is a DFT calculation (ωB97M-V/def2-TZVPD) of 2 unconnected molecules or ions with the total composition C3H8N2O3S at a distorted geometry.

Geometry as ORCA input:
```
! wB97M-V def2-TZVPD RIJCOSX def2/J DEFGRID3
* xyz 0 1
S 2.9063 -0.3601 -0.2670
O -3.0429 0.7186 0.2961
O -2.6687 -1.3456 -0.4778
O 1.9348 0.7134 0.2308
N -0.7797 1.6784 -0.2319
N 0.5700 -1.6725 0.1447
C -0.8292 0.2388 -0.4824
C -2.3024 -0.2318 -0.2293
C 0.0106 -0.5152 0.4820
H 0.6571 -1.9344 -0.8256
H -0.0499 -0.2596 1.5284
H 3.5094 -0.7649 0.9054
H -0.5631 -0.0476 -1.5087
H 1.1160 -2.1894 0.8139
H 0.0919 1.8920 0.2479
H -0.7639 2.1954 -1.1060
H -2.4527 1.5221 0.3637
*
```

highest occupied orbital energy (alpha / beta): -7.526 / -7.526 eV
relative energy (zero: lowest compared OMol25 entry of this formula, charge and spin): 195.8 kJ/mol
largest force on an atom: 2.01 eV/Å
HOMO-LUMO gap (alpha / beta): 7.84 / 7.84 eV

***

Entry 2:
The following is a DFT calculation (ωB97M-V/def2-TZVPD) of a molecular structure, C18H27N2O5P2STm at a distorted geometry.

Geometry as ORCA input:
```
! wB97M-V def2-TZVPD RIJCOSX def2/J DEFGRID3
* xyz 2 3
Tm 0.4185 0.6833 -0.5208
S 2.0385 0.4445 3.0711
P -2.6202 0.7624 -1.5655
P 2.4958 -1.2637 -0.1446
O 2.0875 1.9893 -1.8363
O 2.4831 -0.9230 2.9040
O 2.9946 1.4977 3.2496
O -0.7644 4.9627 -0.5153
O -0.9434 1.4567 1.0625
N 1.0863 0.8646 1.7192
N -0.0843 -1.0363 -2.1559
C -2.6096 -0.9187 -2.2512
C 0.6275 0.5171 4.1184
C 2.3606 -1.4650 -1.9181
C 2.5117 -3.0758 0.3171
C 0.6094 -0.0134 5.4003
C -2.7159 1.9357 -2.8928
C -0.0984 -3.0078 -4.1774
C 1.1091 -1.6186 -2.6069
C -1.7642 0.8650 4.0859
C -0.6264 -0.0905 6.0404
C 4.2594 -0.6717 0.1162
C -1.2522 -1.4964 -2.6773
C -3.9453 1.0909 -0.4079
C -1.7897 0.3188 5.3693
C 1.0931 -2.5059 -3.7288
C -1.2819 -2.5157 -3.6320
C -0.5083 0.9601 3.4558
C -0.1903 1.1054 2.0487
H -2.7196 2.9642 -2.5078
H 2.0480 -2.8304 -4.1678
H -3.6450 1.7932 -3.4885
H 4.4546 0.1584 -0.5818
H 1.6980 -3.5556 -0.2463
H -0.1840 -3.7673 -4.9728
H 3.2376 -1.7086 -2.5059
H -0.6794 -0.5440 7.0277
H -4.8196 1.5194 -0.9411
H 3.4527 -3.5357 -0.0249
H -1.5875 0.4654 -0.5213
H -2.2704 -2.8240 -3.9840
H -2.6731 1.1839 3.5711
H -3.0761 -1.5729 -1.5042
H -3.5834 1.8353 0.3199
H 2.5578 2.7149 -1.2658
H -4.2681 0.1851 0.1297
H -2.7432 0.1740 5.8626
H -3.3043 -0.8966 -3.1024
H 4.3331 -0.2708 1.1469
H 1.5310 -0.3762 5.8502
H -0.8751 5.8832 -0.7636
H 2.3643 -3.2235 1.4031
H 5.0087 -1.4731 -0.0548
H 0.1484 4.8663 -0.2723
H -1.8997 1.8396 -3.6196
H 2.5135 2.1441 -2.7141
*
```

expectation value of S²: 2.003
highest occupied orbital energy (alpha / beta): -11.916 / -11.882 eV
relative energy (zero: lowest compared OMol25 entry of this formula, charge and spin): 70.4 kJ/mol
largest force on an atom: 3.84 eV/Å
HOMO-LUMO gap (alpha / beta): 4.74 / 4.72 eV

***

Entry 3:
The following is a DFT calculation (ωB97M-V/def2-TZVPD) of a molecular structure, C26H25O21Pd4 at a distorted geometry.

Geometry as ORCA input:
```
! wB97M-V def2-TZVPD RIJCOSX def2/J DEFGRID3
* xyz 4 10
Pd 5.3225 0.1890 1.1184
Pd 2.9281 0.8439 4.0103
Pd -2.5293 3.3411 -1.5529
Pd 0.9612 3.2944 -3.9551
O 0.9932 -3.8986 -1.6368
O 0.8048 -6.0955 1.0671
O -0.7025 2.3661 -5.0524
O -1.8698 -1.6508 -7.1099
O 2.0594 -5.2340 2.7322
O -2.9603 4.8547 0.0847
O -3.7542 -1.6322 2.8156
O -3.6430 -2.3654 -4.9315
O -4.2982 -3.6747 1.8450
O 2.5570 -4.6567 0.7307
O 4.2832 1.7019 2.3246
O -3.0855 5.2826 2.3149
O -0.5740 -2.8812 -2.9055
O 3.3411 -0.7111 0.3154
O 0.8430 1.7206 -2.5670
O -1.0520 2.3197 -0.6028
O 1.4030 0.0637 2.5004
O -2.7201 1.8532 -3.0705
O -0.5288 -5.1555 -2.7310
O -2.5504 -2.3804 1.1250
O -2.6824 3.3117 1.6870
C 3.3701 -3.8346 1.5816
C 0.0133 1.7659 -0.3624
C 3.1490 3.6662 1.5842
C -2.8528 4.4971 1.2753
C 1.1722 -2.5376 -1.5004
C -2.6430 -0.8424 2.7344
C -2.0463 -1.0573 1.3530
C -2.0960 -0.8272 -6.1376
C 2.3480 0.1461 0.2165
C 2.2221 0.6995 -0.9964
C -2.3655 3.3027 3.0405
C 3.1858 -4.5553 2.9062
C 0.2941 1.3709 1.0376
C -0.0711 -4.0873 -2.4044
C -3.6509 -2.6701 1.9734
C -3.0957 -1.1707 -5.0510
C 1.0321 1.4575 -1.4177
C 4.4029 3.0281 2.2374
C -1.5173 1.3971 -5.1626
C 0.0694 -1.8959 -2.2765
C -3.3448 -0.2353 -4.1056
C 1.7498 -5.4383 1.4367
C -1.4748 0.4317 -6.2649
C 1.3648 0.5712 1.3075
C -3.1588 4.5410 3.4925
C -2.5767 1.0168 -3.9850
H 2.1047 -2.2558 -1.9894
H -1.3095 3.2516 3.3058
H -0.9594 0.7032 -7.1743
H 4.4379 3.2955 3.2935
H 1.2028 -2.1180 -0.4949
H -0.9769 -0.9306 1.5215
H 3.9753 -5.2743 3.1252
H 4.3971 -4.0250 1.2700
H 3.0933 -2.7959 1.7622
H -2.8909 0.1512 3.1076
H -2.8380 2.4048 3.4388
H -0.6820 -1.4699 -1.6118
H 2.2249 3.2939 2.0265
H -4.2201 -0.2435 -3.4730
H 0.4813 -1.1402 -2.9453
H -4.1602 4.1224 3.5927
H 3.2044 4.7547 1.5941
H 5.2526 3.3199 1.6201
H -1.9088 -0.9999 3.5245
H 2.9807 3.3974 0.5413
H 2.9545 -3.8800 3.7300
H -0.4221 1.5135 1.8333
H -2.2701 -0.2442 0.6624
H 3.0392 0.5799 -1.6924
H -2.7368 5.0429 4.3632
*
```

expectation value of S²: 24.880
highest occupied orbital energy (alpha / beta): -18.968 / -18.920 eV
largest force on an atom: 8.08 eV/Å
HOMO-LUMO gap (alpha / beta): 6.32 / 3.40 eV

***

Entry 4:
The following is a DFT calculation (ωB97M-V/def2-TZVPD) of a single CH5BrN2 molecule at a distorted geometry.

Geometry as ORCA input:
```
! wB97M-V def2-TZVPD RIJCOSX def2/J DEFGRID3
* xyz 0 3
Br 2.1429 0.0408 1.0049
N -0.7223 1.0291 0.6591
N -0.1366 -0.1317 0.5942
C 0.0072 -0.9340 -0.7349
H -0.7240 1.4018 1.5271
H 0.1048 -0.0715 -1.4611
H 0.8586 -1.5768 -0.4683
H -0.8631 -1.4564 -1.0251
H -0.6675 1.6986 -0.0958
*
```

expectation value of S²: 2.009
highest occupied orbital energy (alpha / beta): -7.376 / -9.525 eV
relative energy (zero: lowest compared OMol25 entry of this formula, charge and spin): 50.1 kJ/mol
largest force on an atom: 4.13 eV/Å
HOMO-LUMO gap (alpha / beta): 8.35 / 7.43 eV